The following is a quantum chemistry calculation of a molecular structure, C54H40F3N4OP2RhS, from the OMol25 dataset.

The geometry in ORCA input format:
```
! RIJCOSX wB97M-V def2-TZVPD def2/J DEFGRID3
* xyz 2 1
Rh -0.9132 0.6805 -0.1375
O -2.6025 -1.4488 2.1191
C -2.4953 -1.1146 3.4419
C -3.0707 -1.7367 4.5407
C -2.8383 -1.2209 5.8086
C -2.0416 -0.1035 5.9940
C -1.4493 0.4920 4.8959
C -1.6681 -0.0080 3.6167
P -0.6854 0.6847 2.2498
C 0.9837 0.1514 2.7142
C 1.7739 0.8312 3.6371
C 3.0155 0.3211 3.9904
C 3.4631 -0.8724 3.4415
C 2.6659 -1.5678 2.5408
C 1.4312 -1.0563 2.1780
C -0.8589 2.4698 2.5730
C -2.1276 2.9441 2.9142
C -2.3628 4.3030 3.0223
C -1.3370 5.2109 2.7892
C -0.0715 4.7509 2.4613
C 0.1664 3.3877 2.3502
C -3.2706 -2.4424 1.4720
C -4.0926 -3.4248 2.0113
C -4.6296 -4.3949 1.1793
C -4.3613 -4.4027 -0.1808
C -3.5814 -3.3985 -0.7182
C -3.0399 -2.4087 0.0999
P -2.2597 -1.0335 -0.8110
C -3.6992 -0.5193 -1.7898
C -4.7757 0.0134 -1.0765
C -5.9707 0.2875 -1.7155
C -6.1105 0.0262 -3.0726
C -5.0601 -0.5387 -3.7780
C -3.8610 -0.8259 -3.1395
C -1.0517 -1.9630 -1.8088
C -0.7440 -1.7402 -3.1509
C 0.2100 -2.5186 -3.7913
C 0.8846 -3.5143 -3.0978
C 0.6005 -3.7324 -1.7559
C -0.3625 -2.9680 -1.1183
H -3.6808 -2.6133 4.4525
H -3.2914 -1.7080 6.6615
H -1.8746 0.2933 6.9853
H -0.8114 1.3560 5.0369
H 1.4294 1.7534 4.0868
H 3.6275 0.8530 4.7069
H 4.4292 -1.2683 3.7258
H 3.0071 -2.5061 2.1234
H 0.8157 -1.5906 1.4623
H -2.9372 2.2484 3.1025
H -3.3495 4.6557 3.2913
H -1.5221 6.2730 2.8762
H 0.7363 5.4525 2.3012
H 1.1692 3.0523 2.1317
H -4.3378 -3.4525 3.0541
H -5.2664 -5.1571 1.6076
H -4.7717 -5.1723 -0.8189
H -3.4005 -3.3814 -1.7862
H -4.6912 0.2006 -0.0137
H -6.7952 0.7023 -1.1517
H -7.0440 0.2460 -3.5729
H -5.1741 -0.7757 -4.8274
H -3.0829 -1.3165 -3.7027
H -1.2431 -0.9664 -3.7125
H 0.4224 -2.3481 -4.8387
H 1.6260 -4.1191 -3.6026
H 1.1183 -4.5087 -1.2085
H -0.5960 -3.1706 -0.0797
F -4.9881 3.2048 -2.3422
C -3.8953 3.9513 -2.5832
F -4.1581 4.7505 -3.6181
F -3.6878 4.7181 -1.5008
C -2.7012 3.0721 -2.8542
C -2.0912 3.0139 -4.0945
C -0.9849 2.1953 -4.2876
C -0.5260 1.4359 -3.2322
N -1.1316 1.4732 -2.0441
C -2.1880 2.2821 -1.8343
S -2.6675 2.1351 -0.1634
H -2.4735 3.6181 -4.9066
H -0.4820 2.1553 -5.2426
H 0.3454 0.8016 -3.3161
N 6.5374 0.7569 -0.4645
C 7.7458 0.3003 -0.9395
C 9.0623 0.6517 -0.6554
C 10.0397 -0.0301 -1.3472
C 9.7248 -1.0271 -2.2893
C 8.4225 -1.3714 -2.5669
C 7.4130 -0.6952 -1.8755
N 6.0470 -0.8338 -1.9490
C 5.5609 0.0353 -1.1038
C 4.1335 0.2092 -0.8847
C 3.5896 1.2272 -0.1035
C 2.2224 1.2925 0.0638
N 1.3648 0.4320 -0.4946
C 1.8887 -0.5201 -1.2854
C 3.2384 -0.6702 -1.4948
H 6.4111 1.4412 0.2595
H 9.3115 1.4203 0.0640
H 11.0789 0.2076 -1.1648
H 10.5325 -1.5285 -2.8048
H 8.1749 -2.1342 -3.2921
H 4.2038 1.9791 0.3723
H 1.7991 2.0747 0.6721
H 1.1958 -1.1943 -1.7595
H 3.6183 -1.4615 -2.1258
*
```

**E_LUMO (spin up / spin down)**: -0.252 / -0.252 Eh
**Orbital gap (spin up / spin down)**: 5.32 / 5.32 eV